Molecular formula: C8H13N2O2
Method: DFT, the ωB97M-V functional and the def2-TZVPD basis

Computed properties:
HOMO-LUMO gap: 9.66 eV
HOMO level: -12.5 eV
largest force on an atom: 5.46 eV Å⁻¹
SMILES: C[C@H](N)c1oc(O)c2[n+]1CCC2
energy relative to the best compared isomer or geometry (same formula, charge and spin): 256.4 kJ/mol
total charge: +1

Structure (XYZ):
```
25
Properties=species:S:1:pos:R:3:forces:R:3
C -2.462406 0.897784 1.022295 -0.48 1.39 2.54
C -1.959705 1.226295 -0.322985 3.10 -1.95 0.14
N -2.388337 0.543678 -1.447448 -0.48 -1.54 0.65
C -0.247600 0.896433 -0.103028 -3.36 0.52 -1.50
O 0.637259 1.905798 -0.134996 -0.96 -0.26 0.00
C 1.861761 1.356003 -0.149226 -1.96 -5.09 0.15
O 2.903503 2.033198 -0.235019 3.24 2.53 -0.08
C 1.744589 -0.010879 -0.115544 -0.09 0.70 -0.89
N 0.355127 -0.253290 -0.179548 1.65 3.17 1.12
C -0.005022 -1.593198 0.021001 -0.19 -2.41 0.89
C 1.378660 -2.256378 0.414609 0.12 -1.49 2.96
C 2.519732 -1.290932 -0.034418 -0.04 1.18 2.60
H -2.438092 -0.120293 1.328357 0.46 -1.14 -0.22
H -1.638766 1.428715 1.610377 -1.82 -0.58 0.29
H -3.517947 1.176390 1.359378 1.45 0.39 -0.93
H -1.896069 2.248262 -0.450694 -0.03 2.30 -0.33
H -2.473344 1.043341 -2.275090 0.12 1.23 -1.56
H -3.213804 -0.011683 -1.344984 -0.23 -0.41 0.37
H 2.695642 2.959968 -0.334992 0.25 0.82 -0.02
H -0.361331 -1.987765 -0.914446 -0.39 -0.31 -0.30
H -0.796992 -1.674809 0.817250 0.91 -0.09 -0.90
H 1.548291 -3.319311 0.147323 -0.42 0.82 -0.94
H 1.377085 -2.493567 1.566824 0.07 1.33 -1.83
H 2.980802 -1.607929 -0.915112 0.41 -0.34 -1.76
H 3.396959 -1.095820 0.670117 -1.34 -0.77 -0.46
```
Positions in Å, forces in eV/Å.